(1)
Here is C22H25N5OS in the gas phase from OMol25. Energies are from ωB97M-V/def2-TZVPD.

```
54
Properties=species:S:1:pos:R:3:forces:R:3
C 2.755 2.412 3.764 -0.052 -0.043 -0.078
C 2.422 1.472 2.604 0.576 -0.299 0.555
C 3.682 1.259 1.757 -0.170 0.038 0.012
C 1.875 0.150 3.146 0.120 0.138 -0.075
N 1.386 2.112 1.802 -0.838 0.028 -1.050
N 0.891 3.297 2.164 0.588 0.233 0.893
N -0.010 3.619 1.339 -0.535 0.794 0.069
N -0.157 2.688 0.411 -0.078 -0.666 -0.559
C 0.712 1.738 0.680 0.355 0.327 0.442
C 0.870 0.469 -0.096 0.105 -0.255 0.092
C 0.690 0.702 -1.577 0.330 -0.173 -0.329
C 0.493 1.859 -2.264 0.194 -0.011 0.077
C 0.430 1.676 -3.664 0.084 -0.088 -0.205
C 0.599 0.384 -4.032 0.078 -0.244 0.201
S 0.842 -0.638 -2.675 -0.074 0.534 -0.040
N 0.027 -0.550 0.530 0.089 -0.037 -0.114
C -1.411 -0.283 0.550 -0.099 0.065 0.136
C -2.096 -0.282 -0.795 -0.158 -0.029 0.061
C -2.493 -1.470 -1.397 -0.066 0.021 0.034
C -3.058 -1.461 -2.661 -0.044 -0.114 -0.065
C -3.249 -0.264 -3.328 -0.043 -0.022 -0.080
C -2.892 0.926 -2.718 -0.034 0.043 -0.026
C -2.322 0.918 -1.458 -0.185 -0.055 0.029
C 0.369 -1.920 0.163 -0.270 -0.087 0.121
C -0.078 -2.883 1.215 0.847 0.125 0.390
C 0.485 -3.260 2.399 -0.186 0.217 -0.572
C -0.391 -4.213 2.974 -0.469 -0.143 -0.227
C -1.420 -4.346 2.096 0.191 -0.343 0.784
O -1.240 -3.548 1.032 -0.193 0.102 -0.482
H 3.164 3.348 3.393 0.046 0.087 0.035
H 3.486 1.938 4.413 0.086 -0.132 -0.008
H 1.864 2.638 4.341 0.004 0.025 0.072
H 3.569 0.442 1.050 0.034 -0.067 -0.069
H 3.925 2.166 1.206 0.036 0.071 -0.028
H 4.517 1.022 2.411 0.062 -0.054 0.061
H 1.081 0.343 3.865 -0.101 -0.005 0.051
H 2.670 -0.394 3.649 0.120 -0.045 0.084
H 1.463 -0.464 2.351 -0.022 -0.043 -0.013
H 1.901 0.114 0.045 -0.210 0.086 0.031
H 0.370 2.816 -1.793 -0.030 0.075 0.074
H 0.264 2.479 -4.359 -0.044 0.121 -0.155
H 0.593 -0.045 -5.014 -0.029 -0.035 -0.243
H -1.554 0.690 1.026 -0.090 -0.128 0.029
H -1.854 -1.045 1.195 -0.024 0.100 0.010
H -2.374 -2.407 -0.872 0.021 -0.080 0.058
H -3.352 -2.392 -3.123 -0.035 -0.068 -0.036
H -3.685 -0.258 -4.317 -0.041 0.002 -0.073
H -3.057 1.866 -3.225 -0.008 0.086 -0.053
H -2.038 1.846 -0.983 0.036 0.067 0.035
H 1.458 -1.984 0.073 -0.048 -0.023 -0.029
H -0.072 -2.223 -0.796 0.138 -0.048 0.061
H 1.410 -2.912 2.811 0.229 0.141 0.018
H -0.266 -4.724 3.906 -0.048 -0.153 0.181
H -2.304 -4.952 2.111 -0.145 -0.037 -0.088
```
Forces are in eV/Å.

Structure (SMILES): CC(C)(C)n1nnnc1[C@H](c1cccs1)N(Cc1ccccc1)Cc1ccco1
Energy relative to the best compared isomer or geometry (same formula, charge and spin) in kJ/mol: 288.8
Strongest force on any atom in eV/A: 1.34
E_HOMO in eV: -8.39
Frontier orbital gap in eV: 8.889

Taken from the Mulliken analysis, the atomic charges in e are:
1. C -1.9543
2. C 1.3239
3. C -1.6195
4. C -1.1817
5. N 1.0131
6. N -0.3257
7. N -1.2955
8. N 0.2071
9. C -1.4387
10. C 1.6803
11. C 0.2124
12. C -0.6038
13. C -0.8355
14. C -0.3515
15. S -0.1153
16. N 0.1233
17. C -1.3082
18. C 0.2607
19. C -0.0982
20. C -0.8997
21. C -0.5159
22. C -0.8056
23. C -0.1242
24. C -0.3536
25. C -0.8053
26. C -0.4379
27. C -0.6000
28. C -0.5794
29. O -0.2144
30. H 0.4504
31. H 0.4550
32. H 0.4249
33. H 0.3282
34. H 0.4040
35. H 0.4186
36. H 0.3854
37. H 0.5076
38. H 0.0485
39. H 0.2283
40. H 0.5167
41. H 0.4619
42. H 0.5032
43. H 0.6833
44. H 0.7666
45. H 0.5385
46. H 0.4269
47. H 0.4016
48. H 0.4424
49. H 0.4494
50. H 0.7335
51. H 0.5734
52. H 0.5610
53. H 0.4529
54. H 0.4810

=====

(2)
Here is C22H25N5OS in the gas phase from OMol25. Energies are from ωB97M-V/def2-TZVPD.

```
54
Properties=species:S:1:pos:R:3:forces:R:3
C 2.464 -2.212 0.315 0.017 0.244 -0.171
C 1.582 -1.521 -0.721 -0.185 -0.188 0.232
C 0.780 -2.551 -1.511 0.128 0.255 -0.026
C 0.606 -0.531 -0.053 0.166 -0.156 -0.367
C 1.319 0.445 0.821 -0.199 0.323 0.745
N 2.444 1.063 0.531 -0.183 -0.788 -0.716
N 2.677 1.917 1.516 0.719 0.607 0.097
N 1.767 1.869 2.392 -0.675 0.308 1.149
N 0.872 0.952 2.001 0.722 -0.094 -1.352
C -0.258 0.624 2.830 -0.226 -0.055 0.501
C 0.200 -0.098 4.074 -0.093 -0.012 0.057
C 0.851 -1.320 3.963 -0.063 0.050 0.028
C 1.299 -1.978 5.093 0.029 -0.071 -0.079
C 1.096 -1.422 6.345 0.002 0.018 0.088
C 0.447 -0.205 6.461 0.011 -0.021 0.109
C 0.005 0.458 5.329 -0.051 -0.037 -0.147
N -0.192 0.155 -1.068 -0.149 -0.080 0.130
C -1.528 0.531 -0.635 -0.130 -0.186 -0.304
C -2.420 0.780 -1.806 -0.281 0.933 0.429
C -2.995 1.922 -2.282 0.203 -0.567 0.443
C -3.727 1.545 -3.434 -0.027 -0.508 -0.179
C -3.546 0.205 -3.566 -0.393 0.633 -0.400
O -2.765 -0.268 -2.581 0.212 -0.459 0.296
C 0.491 1.244 -1.750 0.177 -0.049 -0.050
C 0.056 1.374 -3.173 0.049 0.472 -0.345
C -0.145 0.405 -4.104 0.083 0.079 0.275
C -0.533 0.916 -5.364 -0.008 0.177 -0.210
C -0.608 2.269 -5.377 0.076 0.272 0.190
S -0.212 2.948 -3.847 0.124 -0.560 -0.166
H 1.858 -2.778 1.021 -0.077 -0.102 0.085
H 3.138 -2.906 -0.181 0.069 -0.111 -0.001
H 3.066 -1.490 0.862 0.090 -0.014 0.090
H 2.224 -0.960 -1.404 -0.006 0.064 0.005
H 0.051 -2.052 -2.142 -0.083 -0.059 -0.099
H 1.441 -3.150 -2.133 0.046 -0.117 -0.060
H 0.248 -3.218 -0.834 -0.074 -0.117 0.096
H -0.087 -1.121 0.561 0.049 0.021 -0.056
H -0.946 0.003 2.250 0.096 0.162 0.005
H -0.758 1.558 3.100 -0.014 -0.151 -0.101
H 1.015 -1.754 2.986 0.039 -0.053 -0.117
H 1.809 -2.925 4.996 0.039 -0.083 -0.002
H 1.446 -1.936 7.227 0.028 -0.039 0.077
H 0.290 0.234 7.434 -0.005 0.036 0.084
H -0.491 1.413 5.422 -0.041 0.117 -0.001
H -1.529 1.439 -0.005 -0.056 -0.089 -0.042
H -1.946 -0.303 -0.061 0.038 0.076 0.073
H -2.901 2.907 -1.874 0.092 0.179 0.144
H -4.301 2.187 -4.070 -0.134 0.067 -0.199
H -3.908 -0.500 -4.287 0.001 -0.175 -0.050
H 1.567 1.049 -1.721 -0.162 0.133 0.029
H 0.322 2.209 -1.242 0.128 -0.083 0.069
H -0.031 -0.643 -3.896 -0.006 -0.213 0.107
H -0.742 0.299 -6.219 -0.045 -0.075 -0.171
H -0.867 2.919 -6.189 -0.068 0.085 -0.222
```
Forces are in eV/Å.

Structure (SMILES): CC(C)[C@@H](c1nnnn1Cc1ccccc1)N(Cc1ccco1)Cc1cccs1
Energy relative to the best compared isomer or geometry (same formula, charge and spin) in kJ/mol: 287.1
Strongest force on any atom in eV/A: 1.54
E_HOMO in eV: -8.08
Frontier orbital gap in eV: 8.646

Taken from the Mulliken analysis, the atomic charges in e are:
1. C -1.5819
2. C 0.7394
3. C -1.4937
4. C -0.3118
5. C -0.9508
6. N -0.0458
7. N -0.8432
8. N -0.4650
9. N 1.1952
10. C -0.5739
11. C 0.2704
12. C 0.0102
13. C -0.6531
14. C -0.4066
15. C -0.6307
16. C -0.4344
17. N 0.9351
18. C -0.2976
19. C 0.1545
20. C -0.8342
21. C -0.3726
22. C -0.6097
23. O -0.3768
24. C -0.9254
25. C -0.1326
26. C -0.4547
27. C -0.5980
28. C -0.4371
29. S -0.1282
30. H 0.3084
31. H 0.4664
32. H 0.3493
33. H 0.2643
34. H 0.1535
35. H 0.4443
36. H 0.3469
37. H 1.0588
38. H 0.0715
39. H 0.4806
40. H 0.2613
41. H 0.4082
42. H 0.3824
43. H 0.3794
44. H 0.3568
45. H 0.2433
46. H 0.4520
47. H 0.5162
48. H 0.4800
49. H 0.5010
50. H 0.5539
51. H 0.4491
52. H 0.4157
53. H 0.4279
54. H 0.4819